1.
74
Properties=species:S:1:pos:R:3 method="wB97M-V/def2-TZVPD" gap_ev="4.21 / 7.05" s2=2.011 e_above_lowest_kcal_mol=0.0 lumo_energy_ev="0.07 / 0.03" energy_ev=-63118.6530 spin_multiplicity=3
Pd -0.343 -0.678 -2.335
C 0.037 0.537 -3.919
C -0.520 1.312 -2.859
C -1.976 1.735 -2.876
C -2.963 0.567 -3.054
C -2.402 -0.704 -2.483
C -1.822 -1.709 -3.282
C -1.340 -1.526 -4.687
C -0.793 -0.085 -5.003
C 0.571 -1.964 1.651
H 1.101 0.672 -4.118
H 0.148 1.971 -2.294
H -2.188 2.508 -3.635
H -2.177 2.205 -1.903
H -3.885 0.822 -2.510
H -3.278 0.440 -4.096
H -2.830 -0.985 -1.515
H -1.878 -2.742 -2.907
H -2.084 -1.811 -5.438
H -0.497 -2.221 -4.792
H -0.152 -0.214 -5.882
H -1.600 0.572 -5.309
H 1.085 -1.904 0.670
H 0.464 -3.037 1.854
H 1.247 -1.598 2.440
P -1.019 -1.109 1.662
P 1.978 1.391 1.003
N -2.085 -2.143 0.632
N -1.892 -1.041 3.078
N 2.604 1.208 -0.565
N 2.815 2.670 1.642
C -1.012 0.520 0.869
C 0.127 1.612 1.038
C -1.554 -3.206 -0.105
C -2.562 -4.097 -0.419
C -3.784 -3.548 0.069
C -3.477 -2.347 0.689
C -1.710 -2.029 4.062
C -2.570 -1.746 5.116
C -3.327 -0.574 4.758
C -2.908 -0.171 3.507
C 3.116 -0.015 -1.072
C 3.583 0.196 -2.361
C 3.310 1.567 -2.692
C 2.702 2.153 -1.600
C 3.117 3.913 1.064
C 3.662 4.726 2.027
C 3.741 3.972 3.250
C 3.202 2.726 3.008
H -1.935 1.011 1.239
H -1.187 0.334 -0.221
H -0.054 2.358 0.236
H -0.064 2.163 1.982
H -0.488 -3.246 -0.273
H -2.421 -5.050 -0.925
H -4.765 -4.006 -0.039
H -4.135 -1.613 1.124
H -0.974 -2.798 3.898
H -2.594 -2.288 6.040
H -4.047 -0.096 5.400
H -3.217 0.659 2.891
H 3.130 -0.895 -0.444
H 4.024 -0.560 -3.006
H 3.520 2.042 -3.643
H 2.421 3.176 -1.426
H 2.970 4.084 0.016
H 3.959 5.755 1.884
H 4.168 4.323 4.183
H 3.098 1.862 3.652
N 2.734 0.108 1.768
C 3.542 -0.370 2.531
N 4.379 -1.158 3.044
C 4.760 -1.222 4.316
N 5.197 -1.362 5.391

2.
90
Properties=species:S:1:pos:R:3 method="wB97M-V/def2-TZVPD" gap_ev=7.32 e_above_lowest_kcal_mol=66.5 lumo_energy_ev=3.93 energy_ev=-233025.3911 charge=-2
Ca -1.634 -0.679 -2.007
C -6.575 -0.193 -0.147
N -5.389 -0.962 -0.411
C -5.362 -2.227 -0.925
C -4.045 -2.536 -1.106
N -3.277 -1.489 -0.706
C -4.099 -0.542 -0.312
P -3.777 1.140 0.334
C -2.603 0.434 1.665
N -1.657 -0.458 1.485
C -1.079 -0.681 2.689
C -1.684 0.088 3.645
N -2.653 0.800 2.987
C -3.604 1.690 3.591
C -2.362 1.875 -0.561
N -1.358 1.308 -1.189
C -0.625 2.312 -1.745
C -1.186 3.510 -1.428
N -2.284 3.227 -0.667
C -3.276 4.170 -0.235
H -7.448 -0.837 -0.246
H -6.636 0.629 -0.862
H -6.533 0.228 0.860
H -6.268 -2.775 -1.109
H -3.598 -3.429 -1.508
H -0.265 -1.376 2.791
H -1.525 0.199 4.702
H -3.262 1.984 4.585
H -4.581 1.208 3.685
H -3.723 2.580 2.974
H 0.242 2.101 -2.339
H -0.925 4.517 -1.696
H -2.958 5.171 -0.522
H -3.410 4.119 0.848
H -4.222 3.930 -0.723
O 3.780 -0.150 -5.436
C 4.214 0.680 -4.526
O 5.207 1.366 -4.690
C 3.436 0.748 -3.258
C 3.822 1.432 -2.117
Cl 5.285 2.275 -1.905
N 2.834 1.297 -1.183
N 1.842 0.554 -1.688
C 2.158 0.213 -2.912
C 1.163 -0.566 -3.759
O 1.616 -1.091 -4.805
O -0.012 -0.584 -3.376
C 2.612 1.892 0.078
C 1.362 1.676 0.666
C 1.051 2.313 1.853
C 1.974 3.134 2.485
C 3.230 3.300 1.927
C 3.552 2.691 0.724
H 2.869 -0.626 -5.157
H 0.651 1.015 0.188
H 0.075 2.155 2.289
H 1.718 3.637 3.409
H 3.973 3.910 2.426
H 4.532 2.842 0.307
O 1.114 -2.872 -1.753
N 0.008 -2.368 -1.604
O -0.955 -2.797 -2.236
O -0.163 -1.485 -0.774
O -3.336 2.628 -3.478
Se -4.151 1.338 -3.011
O -4.699 1.657 -1.428
O -3.288 -0.018 -3.057
O -5.508 1.174 -3.853
C 4.318 -2.945 -1.035
C 4.245 -2.199 0.291
As 2.367 -1.773 0.822
C 1.728 -3.622 1.196
C 2.454 -4.553 2.162
C 2.913 -1.048 2.649
C 3.684 -1.851 3.689
H 5.343 -2.988 -1.415
H 3.680 -2.475 -1.783
H 3.960 -3.966 -0.904
H 4.761 -1.235 0.208
H 4.762 -2.775 1.065
H 1.722 -4.072 0.202
H 0.680 -3.525 1.491
H 3.532 -4.542 2.000
H 2.107 -5.581 2.026
H 2.264 -4.285 3.200
H 1.998 -0.661 3.107
H 3.503 -0.162 2.387
H 3.062 -2.621 4.141
H 4.026 -1.196 4.495
H 4.563 -2.333 3.262